1.
{"formula": "C5H11OS", "method": "ωB97M-V/def2-TZVPD", "e_homo_ev": [-13.9319, -13.9314], "e_lumo_ev": [-5.07, -5.07], "charge": 1, "gap_ev": [8.867, 8.865], "multiplicity": 1, "symbols": ["C", "C", "C", "C", "C", "O", "S", "H", "H", "H", "H", "H", "H", "H", "H", "H", "H", "H"], "coordinates": [[1.9310, 0.0446, 0.6912], [1.6021, 0.8700, -0.5731], [-0.3362, -0.4050, 1.4663], [0.3895, 0.2842, -1.2426], [-2.3535, -0.7777, -0.4679], [-1.4238, 1.6355, 0.3562], [-0.9898, 0.3050, 0.0635], [2.1219, -1.0571, 0.5709], [2.3098, 0.4082, 1.5475], [1.2245, 1.8674, -0.3171], [2.5455, 1.0230, -1.0837], [0.1311, -1.3896, 1.4928], [-0.3162, 0.1979, 2.4416], [0.1800, 0.7334, -2.1855], [0.7079, -0.7507, -1.0922], [-2.6127, -0.4103, -1.4409], [-3.0472, -0.7411, 0.2994], [-2.0637, -1.8376, -0.5265]], "forces_ev_per_a": [[-3.88, -2.13, -3.06], [-0.83, 1.23, 3.08], [3.86, 1.00, 0.78], [0.99, -1.91, 1.94], [2.68, -0.45, -1.21], [-0.38, 0.61, -0.26], [0.60, -0.68, 0.19], [-0.07, 1.24, -0.17], [1.41, 1.70, 2.70], [0.89, 0.27, 0.55], [-0.09, -0.32, -0.93], [-1.04, -0.11, -0.15], [-0.44, -0.76, -1.85], [-0.69, -0.25, -0.74], [-1.06, -0.74, -1.68], [-0.74, 0.18, -0.35], [-1.67, 0.70, 1.30], [0.45, 0.43, -0.13]]}

***

2.
{"formula": "C5H12", "method": "ωB97M-V/def2-TZVPD", "smiles": "C=C.CCC", "e_homo_ev": -10.2445, "e_lumo_ev": 1.06, "charge": 0, "gap_ev": 11.306, "multiplicity": 1, "symbols": ["C", "C", "H", "H", "H", "H", "C", "C", "C", "H", "H", "H", "H", "H", "H", "H", "H"], "coordinates": [[3.2859, -0.9787, 1.9672], [3.2426, -0.5805, 0.7002], [2.4364, -1.3943, 2.4830], [4.2039, -0.9321, 2.5309], [2.5090, -0.8032, -0.0654], [4.1899, -0.4122, 0.2495], [-2.5063, 1.5228, -0.2541], [-1.9405, 0.6564, -1.4139], [-1.5728, -0.7171, -0.8689], [-1.7555, 1.6421, 0.5233], [-2.7328, 2.5165, -0.6426], [-3.4161, 1.0108, 0.0356], [-2.7180, 0.7220, -2.1700], [-1.0441, 1.1085, -1.8564], [-0.8849, -1.3582, -1.4211], [-2.4901, -1.2796, -0.6957], [-1.0161, -0.5444, 0.0535]], "forces_ev_per_a": [[-0.59, 0.12, -0.37], [0.67, -1.51, -0.08], [-0.26, 0.03, 0.10], [0.12, 0.17, 0.06], [-0.72, 0.35, 0.60], [0.77, 0.85, -0.32], [0.76, -0.16, -1.39], [0.54, 0.83, 0.36], [-0.10, -0.09, 0.03], [-0.28, -0.19, 0.36], [-0.23, 0.01, 0.14], [-0.13, 0.23, 0.69], [0.05, -0.72, -0.37], [-0.16, 0.16, 0.13], [-0.24, 0.25, -0.67], [0.14, -0.19, 0.38], [-0.35, -0.13, 0.34]]}

***

Calculated values (kcal per mole) of energy above the lowest of the compared OMol25 structures with the same formula, charge and spin for the records, taken in order: 95.2; 40.2.